DFT (wB97M-V/def2-TZVPD) results for 10 unconnected molecules or ions with the total composition C78H164N9O4.

Last column: Löwdin spin population.
Element x y z (Å)
C (1.26881, 1.63294, -0.76792)  -0.031
C (0.43856, 0.81504, -1.48462)  0.127
C (-0.46563, -0.23139, -0.75512)  0.130
O (-1.42007, -0.94746, -1.31201)  0.103
C (-0.24822, -0.56924, 0.55468)  -0.020
C (0.72489, 0.18976, 1.39313)  0.130
C (1.42569, 1.48217, 0.70119)  0.137
O (1.91455, 2.35093, 1.43833)  0.137
O (1.02401, -0.14925, 2.51552)  0.140
O (0.48541, 1.11947, -2.76126)  0.128
H (1.91577, 2.43118, -1.10057)  -0.004
H (-0.64693, -1.43199, 1.06761)  -0.004
C (4.00773, 5.47634, 3.87871)  0.000
C (3.27102, 4.15552, 3.99164)  0.000
C (2.55922, 4.12732, 5.30216)  0.000
N (1.60168, 2.84099, 5.39951)  0.000
C (2.30972, 1.55419, 5.03981)  0.001
C (0.37267, 3.00026, 4.47319)  0.000
C (-0.91006, 2.95847, 5.36355)  0.000
C (-0.48796, 2.21073, 6.62684)  0.000
C (0.91992, 2.76904, 6.84651)  0.000
H (4.60907, 5.75648, 4.74359)  0.000
H (3.20541, 6.21413, 3.88593)  0.000
H (4.59089, 5.42802, 2.95910)  0.000
H (4.06106, 3.41350, 3.87609)  0.000
H (2.65972, 4.18997, 3.08985)  0.000
H (1.96403, 5.01886, 5.49967)  0.000
H (3.34743, 4.01234, 6.04621)  0.000
H (2.71826, 1.65595, 4.03440)  0.000
H (1.52385, 0.79892, 5.04807)  0.000
H (3.02722, 1.27377, 5.81095)  0.000
H (0.44670, 2.31660, 3.62748)  0.000
H (0.57293, 3.92568, 3.93319)  0.000
H (-1.84987, 2.76165, 4.84769)  0.000
H (-1.08969, 4.00118, 5.62549)  0.000
H (-0.37577, 1.17795, 6.29683)  0.000
H (-1.16521, 2.27787, 7.47826)  0.000
H (1.56392, 2.23923, 7.54841)  0.000
H (0.86526, 3.80510, 7.18072)  0.000
C (4.14931, 4.27971, -2.89897)  0.000
C (3.47808, 3.46424, -4.04948)  0.000
C (4.40505, 2.56279, -4.88725)  0.000
N (3.60752, 1.51895, -5.74593)  0.000
C (2.49305, 2.09981, -6.58415)  0.000
C (4.71046, 0.91598, -6.71264)  0.000
C (4.25357, -0.41299, -6.97388)  0.000
C (3.70411, -0.97206, -5.62883)  0.000
C (3.13234, 0.26606, -4.92866)  0.001
H (4.75985, 5.10986, -3.25420)  0.000
H (4.88227, 3.78664, -2.26041)  0.000
H (3.35586, 4.60432, -2.22578)  0.000
H (2.94234, 4.04553, -4.79993)  0.000
H (2.68565, 2.86263, -3.60427)  0.000
H (5.00947, 1.92578, -4.24150)  0.000
H (4.93426, 3.11641, -5.66284)  0.000
H (1.96571, 1.30375, -7.10980)  0.000
H (2.79690, 2.99061, -7.13392)  0.000
H (1.78268, 2.32411, -5.78843)  0.000
H (4.80065, 1.44404, -7.66191)  0.000
H (5.67750, 0.78513, -6.22704)  0.000
H (3.55497, -0.49527, -7.80653)  0.000
H (5.05714, -1.05373, -7.33695)  0.000
H (2.99246, -1.79300, -5.71670)  0.000
H (4.48785, -1.39511, -5.00045)  0.000
H (2.04579, 0.17935, -4.92528)  0.000
H (3.40243, 0.43006, -3.88546)  0.000
C (3.07952, -1.93419, -2.09798)  0.001
C (3.92481, -0.76051, -1.63331)  -0.001
C (4.22967, -0.75966, -0.11446)  0.006
N (5.33761, 0.29221, 0.25063)  0.000
C (6.71035, -0.35846, -0.04414)  0.000
C (5.29685, 0.82617, 1.72177)  0.000
C (6.13305, 2.13095, 1.68243)  0.000
C (5.71919, 2.71822, 0.35285)  0.000
C (5.12414, 1.64165, -0.52241)  0.000
H (2.39099, -2.02649, -1.25804)  0.001
H (3.69643, -2.83250, -2.12160)  0.000
H (2.63430, -1.71984, -3.06954)  0.000
H (3.39600, 0.18650, -1.74122)  -0.001
H (4.83819, -0.74579, -2.22797)  0.000
H (4.53847, -1.74445, 0.23613)  0.000
H (3.28306, -0.57590, 0.39371)  0.005
H (6.86196, -0.55363, -1.10575)  0.000
H (6.72238, -1.28513, 0.52966)  0.000
H (7.47786, 0.22705, 0.46203)  0.000
H (5.69008, 0.12362, 2.45655)  0.000
H (4.24092, 0.97460, 1.94780)  0.000
H (7.20914, 1.98375, 1.77433)  0.000
H (5.80502, 2.77296, 2.49994)  0.000
H (6.51584, 3.21411, -0.20171)  0.000
H (4.95880, 3.49347, 0.44721)  0.000
H (5.56754, 1.53562, -1.51248)  0.000
H (4.06059, 1.87804, -0.55543)  0.000
C (2.11585, -2.18730, 7.74301)  0.000
C (1.78999, -3.22461, 6.76067)  0.000
C (1.80227, -2.82327, 5.27681)  0.000
N (2.61814, -3.80592, 4.39258)  0.000
C (4.08349, -3.86253, 4.80276)  0.000
C (2.37732, -3.33238, 2.92136)  0.001
C (1.11471, -4.13608, 2.36657)  0.000
C (1.30040, -5.50266, 3.01289)  0.000
C (2.02359, -5.26708, 4.44599)  0.000
H (2.32464, -2.74222, 8.65766)  0.000
H (1.24740, -1.56413, 7.95645)  0.000
H (2.94538, -1.56755, 7.40260)  0.000
H (0.81481, -3.66627, 6.96572)  0.000
H (2.44146, -4.04504, 7.06160)  0.000
H (2.32011, -1.88520, 5.07685)  0.000
H (0.81237, -2.77338, 4.82325)  0.000
H (4.57068, -4.60636, 4.17231)  0.000
H (4.07412, -4.23571, 5.82685)  0.000
H (4.60415, -2.90493, 4.79926)  0.000
H (3.28116, -3.66442, 2.41055)  0.000
H (2.39213, -2.25083, 2.78673)  0.001
H (1.06390, -4.21963, 1.28097)  0.000
H (0.25024, -3.54054, 2.66001)  0.000
H (1.87391, -6.12739, 2.32813)  0.000
H (0.37287, -6.07099, 3.08201)  0.000
H (2.66830, -6.08656, 4.76367)  0.000
H (1.29823, -5.11628, 5.24551)  0.000
C (-2.38978, -0.83214, 4.23042)  0.000
C (-3.90245, -0.46966, 4.60254)  0.000
C (-4.67356, -1.79378, 5.08213)  0.000
N (-6.21833, -1.72166, 4.84968)  0.000
C (-6.85138, -0.61748, 5.76840)  0.000
C (-6.50958, -1.62217, 3.32714)  0.000
C (-7.70175, -2.50020, 3.00865)  0.000
C (-7.48356, -3.63863, 3.91647)  0.000
C (-6.85726, -3.05305, 5.24847)  0.000
H (-1.86866, -1.48246, 4.93300)  0.000
H (-1.82283, 0.07957, 4.04214)  0.000
H (-2.35865, -1.27951, 3.23694)  0.000
H (-4.44143, 0.00944, 3.78518)  0.000
H (-3.97373, 0.23566, 5.43051)  0.000
H (-4.42166, -2.00564, 6.12124)  0.000
H (-4.32645, -2.71011, 4.60470)  0.000
H (-7.91051, -0.71490, 5.52998)  0.000
H (-6.36615, 0.31379, 5.47620)  0.000
H (-6.43961, -0.85169, 6.75008)  0.000
H (-6.76073, -0.58158, 3.12174)  0.000
H (-5.60747, -1.98470, 2.83433)  0.000
H (-8.66533, -2.03543, 3.21752)  0.000
H (-7.67366, -2.67249, 1.93272)  0.000
H (-8.36408, -4.27732, 3.98628)  0.000
H (-6.72190, -4.28861, 3.48576)  0.000
H (-7.57908, -2.85429, 6.04066)  0.000
H (-6.04815, -3.64038, 5.68262)  0.000
C (0.78206, -4.55425, -2.76201)  0.000
C (-0.61448, -4.97060, -2.32192)  0.000
C (-0.91624, -4.75659, -0.81325)  0.000
N (-2.36520, -4.96568, -0.51230)  0.000
C (-2.74838, -6.40857, -0.91753)  0.000
C (-3.30630, -4.00120, -1.29947)  0.000
C (-4.63265, -3.88145, -0.45965)  0.000
C (-4.22770, -4.21144, 1.01456)  0.000
C (-2.80453, -4.71897, 0.94815)  0.000
H (0.87570, -3.46895, -2.72394)  0.000
H (0.90163, -4.99733, -3.75069)  0.000
H (1.50076, -4.99912, -2.07377)  0.000
H (-0.66380, -6.02294, -2.60170)  0.000
H (-1.33420, -4.36890, -2.87695)  0.000
H (-0.81873, -3.69704, -0.57677)  0.000
H (-0.40482, -5.39773, -0.09526)  0.000
H (-2.18254, -7.06759, -0.25903)  0.000
H (-2.39637, -6.53992, -1.94073)  0.000
H (-3.81027, -6.52815, -0.70262)  0.000
H (-3.47132, -4.21714, -2.35505)  0.000
H (-2.66198, -3.12344, -1.34941)  0.000
H (-5.28344, -4.70701, -0.74782)  0.000
H (-5.17161, -2.94549, -0.60667)  0.000
H (-4.89835, -4.92722, 1.48995)  0.000
H (-4.29654, -3.34833, 1.67670)  0.000
H (-2.58810, -5.55831, 1.60903)  0.000
H (-2.18415, -3.89503, 1.30082)  0.000
C (-2.98616, 5.26662, 2.91155)  0.000
C (-1.63315, 5.13323, 2.17464)  0.000
C (-1.46604, 6.05884, 0.99699)  0.000
N (-0.21383, 5.77970, 0.12357)  0.000
C (-0.43514, 4.51926, -0.72828)  -0.001
C (1.10422, 5.67307, 0.92599)  0.000
C (2.25724, 6.27468, 0.07912)  0.000
C (1.62741, 6.85614, -1.16986)  0.000
C (0.13985, 6.92906, -0.89358)  0.000
H (-2.94643, 4.50557, 3.69088)  0.000
H (-3.85325, 4.98456, 2.31432)  0.000
H (-3.09994, 6.24185, 3.38492)  0.000
H (-1.51258, 4.10692, 1.82784)  0.000
H (-0.87441, 5.28982, 2.94137)  0.000
H (-1.42791, 7.08920, 1.35054)  0.000
H (-2.26102, 6.08406, 0.25170)  0.000
H (-1.17393, 4.57584, -1.52772)  0.000
H (-0.76868, 3.70144, -0.08952)  0.000
H (0.58453, 4.27496, -1.02609)  -0.001
H (1.28722, 4.64857, 1.25003)  0.000
H (0.91742, 6.38285, 1.73185)  0.000
H (2.98322, 5.47588, -0.07244)  0.000
H (2.79044, 7.00607, 0.68646)  0.000
H (1.82586, 6.23193, -2.04110)  0.000
H (2.09179, 7.81039, -1.41861)  0.000
H (-0.53135, 6.78566, -1.74035)  0.000
H (-0.08410, 7.83900, -0.33684)  0.000
C (-4.14826, 1.88053, -5.14925)  0.000
C (-4.63188, 1.63602, -3.71436)  0.000
C (-3.65981, 1.56418, -2.57713)  0.000
N (-4.34085, 1.67672, -1.15810)  0.000
C (-5.47200, 2.66084, -0.95737)  0.000
C (-4.73547, 0.24899, -0.64192)  0.001
C (-4.44937, 0.18064, 0.83339)  0.000
C (-3.48885, 1.23593, 1.17151)  0.000
C (-3.16508, 1.94777, -0.15738)  0.002
H (-4.36160, 2.87627, -5.53796)  0.000
H (-4.65890, 1.29472, -5.91355)  0.000
H (-3.08012, 2.09656, -5.17255)  0.000
H (-5.16623, 0.68661, -3.68026)  0.000
H (-5.21709, 2.51009, -3.42865)  0.000
H (-2.94738, 2.37956, -2.70244)  0.000
H (-3.05995, 0.65751, -2.65594)  0.000
H (-6.21686, 2.20487, -1.60958)  0.000
H (-5.25202, 3.65539, -1.34542)  0.000
H (-5.95569, 2.63262, 0.01903)  0.000
H (-5.77695, 0.05434, -0.89789)  0.000
H (-4.03277, -0.47181, -1.05996)  0.001
H (-5.33768, 0.34285, 1.44389)  0.000
H (-4.23321, -0.87114, 1.02076)  0.000
H (-3.84826, 2.00540, 1.85477)  0.000
H (-2.57869, 0.78574, 1.56776)  0.000
H (-2.93867, 3.00748, -0.03972)  0.000
H (-2.23324, 1.56427, -0.57294)  0.003
C (1.87089, -2.70641, -9.93129)  0.000
C (1.46259, -2.78015, -8.45062)  0.000
C (-0.08163, -2.53018, -8.32402)  0.000
N (-0.70443, -2.77385, -6.88060)  0.000
C (-0.79332, -4.24171, -6.48958)  0.000
C (-2.14471, -2.16431, -6.88515)  0.000
C (-2.46427, -1.74101, -5.44537)  0.000
C (-1.08009, -1.60918, -4.75861)  0.000
C (0.01197, -1.93956, -5.80412)  0.000
H (2.90169, -3.06073, -9.93356)  0.000
H (1.74499, -1.67457, -10.25926)  0.000
H (1.28744, -3.37095, -10.56852)  0.000
H (2.01664, -2.20490, -7.70886)  0.000
H (1.61784, -3.79432, -8.08256)  0.000
H (-0.66929, -3.15241, -8.99900)  0.000
H (-0.20884, -1.50025, -8.65740)  0.000
H (-1.52395, -4.73664, -7.12938)  0.000
H (-1.17044, -4.17245, -5.46925)  0.000
H (0.22603, -4.62767, -6.48161)  0.000
H (-2.96348, -2.61236, -7.44815)  0.000
H (-1.98153, -1.21242, -7.39050)  0.000
H (-3.18178, -2.35129, -4.89689)  0.000
H (-2.96624, -0.77348, -5.44452)  0.000
H (-1.03746, -2.33253, -3.94434)  0.000
H (-0.93579, -0.58447, -4.41618)  0.000
H (0.89733, -2.47452, -5.46051)  0.000
H (0.34717, -1.01685, -6.27776)  0.000

Results
Charge: +6
LUMO level (alpha / beta): -9.835 / -9.835 eV
Kohn-Sham gap (alpha / beta): 3.829 / 6.025 eV
Spin multiplicity: 2
Calculated total energy: -105079.87068 eV
<S²>: 0.777
HOMO (alpha / beta): -13.7 / -15.9 eV